Record 1
{"formula": "C2H9N5", "method": "wB97M-V/def2-TZVPD", "orbital_gap_ha": 0.3198, "energy_ha": -355.210998, "relative_energy_kcal_mol": 117.88, "elements": ["C", "N", "C", "N", "H", "H", "H", "H", "N", "N", "N", "H", "H", "H", "H", "H"], "coordinates": [[-2.201, 0.364, -1.003], [-1.069, -0.459, -0.555], [-0.634, -0.311, 0.836], [-0.993, -0.157, 1.949], [-1.151, -1.431, -0.851], [-2.084, 1.399, -0.681], [-3.132, -0.016, -0.577], [-2.247, 0.356, -2.094], [1.183, -0.145, 0.173], [1.795, 1.112, 0.420], [2.025, -1.231, 0.505], [0.471, -0.382, -0.772], [1.336, 1.797, -0.179], [1.523, 1.382, 1.372], [2.888, -1.142, -0.028], [2.290, -1.134, 1.486]]}

Record 2
{"formula": "C19H29N5O3S", "method": "wB97M-V/def2-TZVPD", "orbital_gap_ha": 0.2979, "energy_ha": -1639.156838, "relative_energy_kcal_mol": 5.16, "smiles": "CCCNC(=O)Cn1cnc2sc(C(=O)NCCN(CC)CC)c(C)c2c1=O", "elements": ["C", "C", "C", "N", "C", "O", "C", "N", "C", "N", "C", "S", "C", "C", "O", "N", "C", "C", "N", "C", "C", "C", "C", "C", "C", "C", "C", "O", "H", "H", "H", "H", "H", "H", "H", "H", "H", "H", "H", "H", "H", "H", "H", "H", "H", "H", "H", "H", "H", "H", "H", "H", "H", "H", "H", "H", "H"], "coordinates": [[-7.355, -3.662, 0.620], [-6.886, -2.410, -0.109], [-6.070, -1.505, 0.814], [-5.621, -0.317, 0.125], [-5.990, 0.919, 0.483], [-6.698, 1.197, 1.426], [-5.393, 2.014, -0.429], [-3.974, 2.180, -0.181], [-3.543, 3.091, 0.721], [-2.311, 3.323, 1.016], [-1.402, 2.586, 0.351], [0.293, 2.750, 0.578], [0.605, 1.491, -0.609], [1.992, 1.101, -0.932], [2.263, 0.229, -1.740], [2.950, 1.806, -0.286], [4.349, 1.488, -0.443], [4.825, 0.507, 0.639], [6.250, 0.282, 0.547], [6.706, -0.354, -0.677], [5.918, -1.570, -1.177], [6.866, -0.177, 1.774], [6.504, -1.588, 2.255], [-0.551, 0.976, -1.140], [-0.646, -0.096, -2.164], [-1.706, 1.606, -0.590], [-3.089, 1.333, -0.876], [-3.532, 0.474, -1.620], [-7.979, -3.396, 1.470], [-7.933, -4.296, -0.047], [-6.504, -4.233, 0.985], [-6.273, -2.691, -0.969], [-7.750, -1.853, -0.478], [-6.678, -1.175, 1.659], [-5.200, -2.052, 1.195], [-5.014, -0.432, -0.680], [-5.908, 2.953, -0.224], [-5.523, 1.730, -1.477], [-4.301, 3.667, 1.233], [2.695, 2.448, 0.448], [4.457, 1.040, -1.431], [4.938, 2.406, -0.393], [4.621, 0.948, 1.620], [4.226, -0.414, 0.554], [7.747, -0.644, -0.517], [6.700, 0.408, -1.466], [6.425, -1.986, -2.045], [4.910, -1.293, -1.476], [5.853, -2.343, -0.417], [6.593, 0.540, 2.555], [7.949, -0.115, 1.637], [6.889, -2.342, 1.574], [5.426, -1.703, 2.335], [6.942, -1.761, 3.235], [0.342, -0.431, -2.458], [-1.188, 0.277, -3.032], [-1.219, -0.931, -1.764]]}

Record 3
{"formula": "C4H9NO", "method": "wB97M-V/def2-TZVPD", "orbital_gap_ha": [0.3741, 0.2494], "total_charge": 1, "spin_multiplicity": 2, "energy_ha": -287.462734, "s_squared": 0.77, "relative_energy_kcal_mol": 23.87, "elements": ["C", "C", "N", "H", "H", "H", "H", "H", "O", "C", "C", "H", "H", "H", "H"], "coordinates": [[-0.681, -1.497, 2.808], [-1.224, -0.746, 1.794], [-0.466, 0.078, 1.133], [0.329, -1.349, 3.133], [-1.147, -2.365, 3.242], [-2.239, -0.960, 1.490], [0.219, 0.548, 1.719], [-0.375, 0.222, 0.119], [0.336, -0.462, -1.574], [0.991, 0.402, -2.114], [0.898, 1.864, -1.851], [1.811, 0.137, -2.796], [0.728, 2.186, -0.820], [1.788, 2.407, -2.169], [0.122, 2.352, -2.453]]}

Record 4
{"formula": "C19H34F4N5O4", "method": "wB97M-V/def2-TZVPD", "orbital_gap_ha": 0.3282, "total_charge": 1, "energy_ha": -1718.365351, "elements": ["C", "C", "C", "N", "C", "C", "C", "N", "C", "N", "C", "O", "N", "C", "O", "F", "C", "C", "C", "C", "C", "C", "C", "C", "F", "F", "F", "O", "H", "H", "H", "H", "H", "H", "H", "H", "H", "H", "H", "H", "H", "H", "H", "H", "H", "H", "H", "H", "H", "H", "H", "H", "H", "H", "H", "H", "H", "O", "C", "N", "C", "H", "H", "H", "H", "H"], "coordinates": [[0.044, -3.527, 4.175], [0.657, -3.414, 2.769], [0.840, -1.959, 2.336], [1.689, -1.836, 1.138], [1.078, -1.287, -0.043], [-0.149, -2.085, -0.539], [-1.096, -1.283, -1.383], [-0.996, -1.324, -2.643], [2.125, -1.332, -1.191], [2.684, 0.047, -1.444], [3.906, -0.032, -2.345], [4.287, -1.087, -2.710], [4.424, 1.202, -2.676], [5.839, 1.385, -2.462], [6.698, 1.111, -3.196], [6.018, 1.936, -1.244], [2.970, 0.691, -0.113], [1.603, 1.066, 0.481], [1.145, 2.390, -0.167], [-0.095, 3.126, 0.358], [-1.499, 2.631, -0.044], [-1.588, 2.126, -1.488], [-2.117, 1.642, 0.953], [1.788, 1.290, 2.012], [2.683, 0.470, 2.554], [2.237, 2.518, 2.241], [0.657, 1.139, 2.656], [0.646, 0.060, 0.182], [0.619, -4.203, 4.809], [-0.981, -3.898, 4.138], [0.014, -2.553, 4.672], [0.034, -3.941, 2.039], [1.653, -3.873, 2.772], [1.304, -1.415, 3.160], [-0.133, -1.502, 2.126], [2.137, -2.722, 0.934], [0.221, -2.901, -1.168], [-0.674, -2.542, 0.302], [-1.835, -0.663, -0.869], [-1.682, -0.715, -3.092], [2.974, -1.953, -0.910], [1.691, -1.674, -2.130], [1.950, 0.581, -1.926], [3.884, 1.992, -2.339], [3.577, 1.584, -0.252], [3.512, -0.054, 0.468], [1.987, 3.076, -0.031], [1.044, 2.232, -1.250], [-0.045, 3.214, 1.445], [0.005, 4.147, -0.027], [-2.134, 3.523, -0.006], [-0.819, 1.391, -1.733], [-2.582, 1.694, -1.642], [-1.511, 2.965, -2.188], [-1.766, 0.619, 0.799], [-1.924, 1.943, 1.986], [-3.203, 1.633, 0.815], [-5.020, 1.215, -1.618], [-5.570, 0.196, -1.243], [-4.982, -1.022, -1.393], [-6.928, 0.205, -0.588], [-5.409, -1.877, -1.089], [-4.090, -1.056, -1.855], [-7.642, 0.654, -1.276], [-6.881, 0.827, 0.304], [-7.276, -0.789, -0.313]]}

Record 5
{"formula": "C36H30Cl3N5O3PdS3Si", "method": "wB97M-V/def2-TZVPD", "orbital_gap_ha": 0.2214, "total_charge": -2, "energy_ha": -4881.737332, "relative_energy_kcal_mol": 0.00, "elements": ["Pd", "N", "S", "N", "S", "N", "S", "N", "C", "C", "C", "C", "C", "C", "C", "C", "C", "C", "C", "C", "C", "C", "C", "C", "C", "C", "C", "C", "C", "C", "C", "C", "C", "C", "C", "C", "C", "C", "C", "C", "C", "C", "C", "C", "H", "H", "H", "H", "H", "H", "H", "H", "H", "H", "H", "H", "H", "H", "H", "H", "H", "H", "H", "H", "H", "H", "H", "H", "H", "H", "H", "H", "H", "H", "O", "N", "O", "O", "Cl", "Si", "Cl", "Cl"], "coordinates": [[1.098, 2.515, -2.099], [1.082, 1.832, 0.206], [0.367, 1.308, 1.351], [0.598, -0.098, 2.094], [0.466, -1.463, 1.243], [-0.556, -1.756, 0.257], [-0.582, 0.307, -2.415], [-0.150, 1.520, -3.313], [0.030, -1.189, -3.243], [-0.282, -2.472, -2.808], [0.334, -3.558, -3.412], [1.264, -3.366, -4.429], [1.582, -2.080, -4.838], [0.969, -0.984, -4.240], [-2.349, 0.003, -2.624], [-3.025, 0.726, -3.593], [-4.404, 0.594, -3.693], [-5.089, -0.239, -2.816], [-4.399, -0.934, -1.830], [-3.019, -0.810, -1.718], [2.168, -1.685, 0.661], [2.398, -1.199, -0.619], [3.677, -1.235, -1.155], [4.717, -1.785, -0.416], [4.482, -2.278, 0.861], [3.207, -2.217, 1.410], [0.465, -2.598, 2.666], [0.210, -2.192, 3.965], [0.080, -3.142, 4.973], [0.217, -4.491, 4.682], [0.468, -4.894, 3.375], [0.580, -3.949, 2.368], [0.540, 2.365, 2.815], [0.510, 3.725, 2.533], [0.663, 4.642, 3.560], [0.863, 4.201, 4.864], [0.914, 2.841, 5.134], [0.751, 1.917, 4.107], [-1.443, 1.380, 1.187], [-1.936, 2.098, 0.113], [-3.310, 2.193, -0.075], [-4.175, 1.581, 0.819], [-3.670, 0.873, 1.908], [-2.301, 0.771, 2.093], [-0.953, -2.619, -1.973], [0.104, -4.560, -3.068], [1.754, -4.219, -4.884], [2.322, -1.915, -5.612], [1.210, 0.039, -4.512], [-2.454, 1.406, -4.217], [-4.946, 1.157, -4.445], [-6.168, -0.329, -2.887], [-4.939, -1.549, -1.119], [-2.467, -1.290, -0.913], [1.577, -0.762, -1.171], [3.852, -0.795, -2.129], [5.719, -1.808, -0.830], [5.297, -2.696, 1.442], [3.037, -2.573, 2.419], [0.116, -1.133, 4.170], [-0.123, -2.821, 5.989], [0.121, -5.230, 5.470], [0.570, -5.947, 3.141], [0.750, -4.250, 1.340], [0.398, 4.046, 1.502], [0.640, 5.703, 3.341], [0.993, 4.917, 5.667], [1.090, 2.494, 6.146], [0.810, 0.855, 4.294], [-1.235, 2.567, -0.570], [-3.690, 2.729, -0.938], [-5.246, 1.641, 0.661], [-4.346, 0.387, 2.602], [-1.894, 0.200, 2.919], [3.145, 3.492, -1.825], [3.876, 2.585, -2.322], [5.091, 2.759, -2.441], [3.328, 1.515, -2.681], [-2.124, 4.225, -2.850], [-0.010, 4.226, -2.897], [0.330, 4.793, -4.894], [0.456, 5.985, -1.836]]}

Record 6
{"formula": "CH9N6", "method": "wB97M-V/def2-TZVPD", "orbital_gap_ha": [0.3215, 0.3001], "total_charge": 1, "energy_ha": -371.571559, "relative_energy_kcal_mol": 124.85, "elements": ["C", "N", "N", "N", "N", "N", "N", "H", "H", "H", "H", "H", "H", "H", "H", "H"], "coordinates": [[-1.051, -0.201, 0.368], [2.245, -0.654, -0.612], [-0.317, 0.408, -0.457], [-3.922, -0.498, -0.399], [4.274, -0.138, 0.308], [-3.293, 0.368, 0.309], [3.026, 0.143, -0.028], [-0.634, -0.937, 1.145], [2.784, -1.486, -1.121], [-0.748, 1.140, -1.075], [0.674, -0.034, -0.501], [-4.152, -1.405, -0.029], [-4.046, -0.414, -1.401], [4.894, 0.549, 0.740], [4.820, -0.979, -0.038], [-3.631, 0.428, 1.268]]}

Record 7
{"formula": "C6H8ClNO", "method": "wB97M-V/def2-TZVPD", "orbital_gap_ha": 0.2891, "energy_ha": -823.391296, "relative_energy_kcal_mol": 123.54, "elements": ["C", "C", "C", "C", "C", "C", "N", "O", "Cl", "H", "H", "H", "H", "H", "H", "H", "H"], "coordinates": [[-1.005, 0.053, -1.359], [-1.429, -2.312, -1.322], [-0.180, 0.761, -0.672], [-0.510, -2.638, -2.193], [-0.048, 1.481, 1.546], [1.775, 0.347, 0.524], [0.551, 0.783, 0.452], [-1.568, -1.146, -0.752], [-0.499, -4.372, -2.606], [-1.242, 0.339, -2.409], [-2.022, -3.129, -1.033], [-1.076, 1.432, 1.227], [0.029, 1.199, 2.683], [0.264, 2.451, 1.609], [2.436, 0.207, 1.338], [0.186, -2.081, -2.759], [2.068, -0.097, -0.373]]}